a | Molecular formula: C7H13FIN
Method: DFT, the ωB97M-V functional and the def2-TZVPD basis

Bonds (Å) are listed after each position.
Element x y z (Å)
1 C 1.30217 1.85396 0.02070  C5 1.491, N8 1.255, H11 1.081
2 C -1.51463 1.26417 -1.02896  C6 1.544, H12 1.096, H13 1.111, H14 1.110
3 C -1.06869 -1.22524 -0.47776  C6 1.520, H15 1.113, H16 1.055, H17 1.073
4 C 1.99944 -1.54648 1.46992  C7 1.494, H18 1.126, H19 1.114, H20 1.134
5 C 0.50764 0.60077 0.16981  C1 1.491, C6 1.447, H21 1.159
6 C -0.48189 0.14395 -0.78137  C2 1.544, C3 1.520, C5 1.447, H22 1.178
7 C 2.11698 -0.80549 0.17760  C4 1.494, F9 1.334, I10 2.106
8 N 1.60920 2.58150 0.99628  C1 1.255, H23 1.124
9 F 1.69355 -1.60423 -0.80381  C7 1.334
10 I 3.99255 0.10444 -0.12154  C7 2.106
11 H 1.75208 1.95626 -0.95690  C1 1.081
12 H -2.37191 0.96705 -1.64463  C2 1.096
13 H -1.15337 2.09922 -1.66704  C2 1.111
14 H -2.00642 1.56812 -0.08178  C2 1.110
15 H -0.81815 -1.26114 0.60605  C3 1.113
16 H -2.06038 -1.18015 -0.83566  C3 1.055
17 H -0.55031 -1.99642 -1.01411  C3 1.073
18 H 2.16366 -0.79197 2.28992  C4 1.126
19 H 2.82346 -2.29225 1.54456  C4 1.114
20 H 1.01144 -2.08485 1.60961  C4 1.134
21 H 0.38687 0.43589 1.31036  C5 1.159
22 H 0.12582 0.06419 -1.78721  C6 1.178
23 H 2.11178 3.57750 0.85978  N8 1.124

Properties
HOMO, hartree: -0.317
LUMO, eV: 0.35



b | Molecular formula: C7H13FIN
Method: DFT, the ωB97M-V functional and the def2-TZVPD basis

Bonds (Å) are listed after each position.
Element x y z (Å)
1 C -0.68905 1.06756 2.16390  C2 1.590, H7 1.132, H8 1.078, H9 1.102
2 C 0.33584 0.36898 1.16906  C1 1.590, C3 1.527, C4 1.545, H10 1.080
3 C 1.72084 0.98040 1.37039  C2 1.527, H11 1.114, H12 1.111, H13 1.096
4 C 0.07881 0.45971 -0.35172  C2 1.545, C5 1.324, H14 1.098
5 C -0.88139 0.81083 -1.19263  C4 1.324, N6 1.378, H15 1.114
6 N -0.76375 1.00674 -2.55117  C5 1.378, H16 1.037, H17 1.048
7 H -1.67500 0.52660 2.03132  C1 1.132
8 H -0.69953 2.14527 2.15532  C1 1.078
9 H -0.46937 1.02139 3.24320  C1 1.102
10 H 0.34752 -0.64762 1.53351  C2 1.080
11 H 1.75413 1.93142 0.79108  C3 1.114
12 H 1.88723 1.17185 2.45164  C3 1.111
13 H 2.37019 0.34571 0.75601  C3 1.096
14 H 0.90442 0.00660 -0.91694  C4 1.098
15 H -1.82957 1.06790 -0.66648  C5 1.114
16 H 0.16147 0.65714 -2.86293  N6 1.037
17 H -1.56066 1.01904 -3.23149  N6 1.048
18 C 0.61838 -2.40470 -0.84479  C19 1.355, H22 1.045, H23 1.051
19 C -0.73363 -2.34170 -0.90758  C18 1.355, F20 1.346, I21 2.030
20 F -1.45830 -1.94957 0.15629  C19 1.346
21 I -1.78773 -2.41248 -2.64061  C19 2.030
22 H 1.19720 -2.72315 -1.65388  C18 1.045
23 H 1.17194 -2.10791 -0.00150  C18 1.051

Properties
SMILES: CC(C)/C=C/N.C=C(F)I
HOMO, hartree: -0.285
LUMO, eV: 0.36



Winner for stability: b



a | Molecular formula: C3H7O3
Method: DFT, the ωB97M-V functional and the def2-TZVPD basis

Bonds (Å) are listed after each position.
Element x y z (Å)
1 C -1.04573 -2.17401 -0.51556  C2 1.548, H5 1.078, H6 1.089, H7 1.092
2 C -1.25404 -0.66952 -0.21433  C1 1.548, O3 1.260, O4 1.240
3 O -0.70800 0.12365 -1.02652  C2 1.260
4 O -1.99989 -0.41094 0.74228  C2 1.240
5 H -0.16851 -2.34956 -1.11663  C1 1.078
6 H -1.91772 -2.46583 -1.09956  C1 1.089
7 H -0.98437 -2.74615 0.41239  C1 1.092
8 C 1.61597 1.81467 0.70631  O9 1.419, H11 1.098, H12 1.097, H13 1.096
9 O 0.67086 2.27754 -0.24513  C8 1.419, H10 0.993
10 H 0.17003 1.47562 -0.54763  O9 0.993
11 H 1.14498 1.19776 1.48284  C8 1.098
12 H 2.41560 1.23806 0.22620  C8 1.097
13 H 2.06082 2.68870 1.19533  C8 1.096

Properties
HOMO, hartree: -0.162
LUMO, eV: 4.22
Total charge: -1



b | Molecular formula: C3H7O3
Method: DFT, the ωB97M-V functional and the def2-TZVPD basis

Bonds (Å) are listed after each position.
Element x y z (Å)
1 C -0.55197 1.47931 -1.76551  C2 1.651, H5 1.054, H6 1.053, H7 1.109
2 C -0.11182 -0.08963 -1.50012  C1 1.651, O3 1.252, O4 1.260
3 O -1.09902 -0.76705 -1.13376  C2 1.252
4 O 1.08919 -0.45685 -1.60475  C2 1.260
5 H -1.39655 1.45936 -2.39547  C1 1.054
6 H 0.22860 1.98176 -2.26256  C1 1.053
7 H -0.87334 1.85815 -0.77427  C1 1.109
8 C 0.67293 -0.57802 1.85278  O9 1.446, H11 1.103, H12 1.152, H13 1.092
9 O -0.00825 -1.62892 2.57647  C8 1.446, H10 0.963
10 H -0.21240 -2.32621 1.94431  O9 0.963
11 H -0.15129 -0.07313 1.32125  C8 1.103
12 H 1.44109 -0.94707 1.07766  C8 1.152
13 H 0.97283 0.08830 2.66396  C8 1.092

Properties
HOMO, hartree: -0.147
LUMO, eV: 4.06
Total charge: -1



c | Molecular formula: C3H7O3
Method: DFT, the ωB97M-V functional and the def2-TZVPD basis

Bonds (Å) are listed after each position.
Element x y z (Å)
1 C 0.74651 -1.97718 -0.31879  C2 1.541, H5 1.086, H6 1.095, H7 1.090
2 C 0.43035 -0.92675 -1.40058  C1 1.541, O3 1.279, O4 1.243
3 O -0.73065 -0.40165 -1.29514  C2 1.279
4 O 1.30167 -0.65663 -2.24464  C2 1.243
5 H -0.18469 -2.35474 0.09400  C1 1.086
6 H 1.24670 -1.49160 0.52627  C1 1.095
7 H 1.39198 -2.77892 -0.67739  C1 1.090
8 C -0.64822 2.09561 1.03161  O9 1.404, H11 1.092, H12 1.092, H13 1.101
9 O -1.04243 0.74807 1.05417  C8 1.404, H10 0.980
10 H -0.86723 0.33402 0.18370  O9 0.980
11 H -1.24253 2.59910 1.79646  C8 1.092
12 H 0.42121 2.23928 1.19620  C8 1.092
13 H -0.82267 2.57139 0.05411  C8 1.101

Properties
HOMO, hartree: -0.161
LUMO, eV: 4.10
Total charge: -1



Winner for stability: a